Density functional theory data (ωB97M-V/def2-TZVPD) for a structure of composition C50H69F5N5O2PTeV at a distorted geometry.

Geometry (Å):
V -0.73278 0.33078 -1.44831
C 1.10435 4.83044 -4.35586
C 1.34842 5.64183 -3.10627
C 2.33998 6.62505 -3.09288
C 2.57338 7.40525 -1.97034
C 1.80180 7.23178 -0.82745
C 0.82511 6.25067 -0.80895
C 0.60881 5.45696 -1.93406
N -0.38024 4.41305 -1.84949
C -0.08320 3.10940 -1.73961
N 1.21458 2.80307 -1.65774
C 1.88426 1.58748 -1.98718
C 1.24112 0.33100 -2.01687
C 2.00508 -0.71018 -2.57014
C 3.32225 -0.55185 -2.94837
C 3.94991 0.67478 -2.77572
C 3.24253 1.75946 -2.29842
C 3.93207 3.10069 -2.15286
N -1.05024 2.18373 -1.65100
C -2.36609 2.56953 -2.15776
C -2.45837 3.01239 -3.47905
C -3.65840 3.44179 -3.99604
C -4.79348 3.42112 -3.19400
C -4.71339 2.95421 -1.89739
C -3.50493 2.53066 -1.34542
C -3.44859 2.05421 0.07741
H 1.13853 5.47922 -5.23070
H 0.13417 4.34084 -4.33332
H 1.86743 4.05790 -4.49228
H 2.93041 6.78014 -3.99148
H 3.35246 8.15985 -1.99010
H 1.96368 7.85197 0.04575
H 0.22246 6.08269 0.08000
H -1.34791 4.66972 -1.73164
H 1.80865 3.61613 -1.68252
H 1.56135 -1.66650 -2.73140
H 3.86513 -1.38656 -3.37622
H 4.99586 0.79632 -3.04005
H 5.00987 2.96008 -2.20623
H 3.71489 3.58472 -1.19371
H 3.65399 3.79203 -2.95592
H -1.57519 2.97638 -4.10493
H -3.71587 3.77655 -5.02412
H -5.74608 3.75766 -3.58871
H -5.60706 2.91277 -1.28247
H -4.27833 2.45970 0.65650
H -2.50938 2.33929 0.54252
H -3.52608 0.96578 0.10611
F -3.68807 0.44820 -4.15841
Te -3.00806 -0.91553 -3.04248
F -3.67918 -2.56020 -2.43566
F -1.01890 0.19640 -3.47666
F -4.52741 -0.34776 -2.12681
F -3.25906 -1.84349 -4.70678
O -2.08494 -0.66775 -1.31729
C 3.41152 -3.40772 0.80479
C 3.22614 -4.45724 -0.28928
N 2.31521 -5.53459 0.09863
C 2.81801 -6.49950 1.08725
C 2.03327 -6.45240 2.39199
C 1.19222 -5.90733 -0.58507
O 0.64889 -6.98994 -0.41797
C 0.52980 -4.91034 -1.49937
C -0.14968 -5.34952 -2.62913
C -0.86652 -4.44105 -3.38503
C -0.88303 -3.12654 -2.95790
N -0.29627 -2.69462 -1.85130
C 0.41058 -3.57993 -1.14574
H 3.93813 -2.53883 0.39987
H 4.00162 -3.80407 1.63579
H 2.44733 -3.07884 1.20685
H 4.19935 -4.89755 -0.52170
H 2.86486 -3.99161 -1.20078
H 3.87321 -6.29007 1.26145
H 2.72528 -7.49640 0.66007
H 2.01487 -5.44120 2.80977
H 2.49765 -7.12008 3.12200
H 1.00944 -6.78729 2.22362
H -0.11392 -6.39880 -2.89720
H -1.41338 -4.73392 -4.27204
H -1.42307 -2.36145 -3.53303
H 0.90354 -3.19972 -0.25617
C -2.79964 1.20107 5.22807
C -3.78516 0.73642 4.15752
C -3.04474 -0.04319 3.05091
C -1.61511 0.50438 2.84012
C -1.62973 2.01607 3.11512
C -1.80619 2.22121 4.63012
P -0.80967 -0.14163 1.29172
C -1.03920 -1.99184 1.42492
C -2.41528 -2.53117 0.97075
C -2.28652 -4.02065 0.59631
C -1.29454 -4.75037 1.52375
C -1.28400 -4.06221 2.88703
C -0.63440 -2.67091 2.75729
C 1.01103 0.06239 1.64732
C 1.59239 -0.35223 3.02824
C 2.07638 0.85348 3.83820
C 3.18448 1.62004 3.10095
C 2.89643 1.71683 1.58326
C 1.40737 1.51458 1.32821
H -2.26378 0.32755 5.61505
H -3.32786 1.64743 6.07077
H -4.30360 1.60741 3.74159
H -4.54657 0.09203 4.59653
H -3.62048 -0.00208 2.12400
H -2.97681 -1.08604 3.36320
H -0.96537 0.06990 3.60420
H -2.45760 2.48541 2.58166
H -0.71516 2.51061 2.79838
H -2.15714 3.23844 4.81439
H -0.83819 2.11790 5.12568
H -0.32639 -2.31324 0.65733
H -2.79763 -1.98430 0.11878
H -3.14564 -2.42674 1.77062
H -1.97976 -4.12322 -0.44815
H -3.27320 -4.48069 0.68292
H -0.27848 -4.72644 1.10747
H -1.57106 -5.80082 1.62016
H -0.72327 -4.64334 3.62088
H -2.31043 -3.97676 3.25564
H 0.44809 -2.80674 2.76995
H -0.91092 -2.07497 3.62863
H 1.46928 -0.55067 0.86192
H 2.44508 -1.02064 2.86798
H 0.87046 -0.89679 3.62789
H 2.44817 0.51202 4.80553
H 1.22463 1.51330 4.04329
H 4.14139 1.11799 3.26453
H 3.26966 2.61997 3.53046
H 3.45633 0.95411 1.03007
H 3.21706 2.69347 1.21193
H 1.15305 1.71998 0.30093
H 0.85591 2.22039 1.94846

Atoms 1-6, force components in eV/Å:
1.411 -0.176 -0.183
0.077 0.065 0.125
-0.078 -0.038 -0.077
-0.006 -0.014 0.034
0.008 0.015 -0.065
-0.022 -0.006 0.006

Output
energy above the lowest of the compared OMol25 structures with the same formula, charge and spin = 96.8 kcal/mol
2S+1 = 3
expectation value of S² = 2.02
molecular weight = 1076.6 u
net charge = +1
orbital gap (alpha / beta) = 7.028 / 6.249 eV

***

Density functional theory data (ωB97M-V/def2-TZVPD) for a structure of composition C19H39O3P3Ru at a distorted geometry.

Geometry (Å):
P -0.72570 2.48955 0.15163
C -2.46514 2.92336 0.57232
H -2.58048 4.01292 0.50028
H -2.68629 2.58111 1.58926
H -3.15878 2.43859 -0.12349
C 0.10631 3.49387 1.43357
H 1.16478 3.63620 1.20540
H 0.01707 2.98613 2.39988
H -0.38779 4.47234 1.49217
C -0.53827 3.58405 -1.31572
H -0.75547 4.61668 -1.00943
H -1.24655 3.27918 -2.09653
H 0.48144 3.52572 -1.71244
P 0.28882 -1.11670 -2.74331
C -1.22841 -1.73499 -3.59715
H -0.93374 -2.25484 -4.52090
H -1.88525 -0.89300 -3.85099
H -1.78912 -2.43431 -2.96086
C 0.97141 -0.00129 -4.00418
H 2.01152 0.24263 -3.77039
H 0.38877 0.92798 -4.02803
H 0.92286 -0.48570 -4.99036
C 1.34728 -2.59693 -2.78986
H 1.51168 -2.87918 -3.84129
H 0.86065 -3.42932 -2.26276
H 2.31057 -2.37978 -2.31243
P 0.54608 -1.70822 1.95054
C -0.59264 -2.96678 2.67701
H -0.13481 -3.40101 3.57669
H -0.75886 -3.76476 1.94349
H -1.56209 -2.52661 2.94421
C 2.04295 -2.76620 1.83478
H 2.11612 -3.37750 2.74501
H 2.95046 -2.16697 1.72660
H 1.95794 -3.42975 0.96643
C 0.92570 -0.67264 3.41220
H 1.33389 -1.30973 4.20964
H 0.02212 -0.17166 3.78327
H 1.66776 0.08896 3.14726
Ru -0.01186 -0.32459 -0.54954
C -1.53349 0.36745 -1.31457
O -2.54313 0.64612 -1.86026
C -0.79254 -1.98822 -0.39331
O -1.40830 -2.99378 -0.43670
C 3.36529 -0.52280 -0.22217
C 3.20590 0.24840 0.93012
C 2.77625 1.56942 0.83639
C 2.56340 2.14135 -0.41745
C 2.71952 1.37867 -1.57232
C 3.14734 0.05156 -1.47466
H 3.69940 -1.55853 -0.15790
H 3.46626 -0.15721 1.90897
H 2.63772 2.15693 1.74575
H 2.32130 3.20098 -0.51064
H 2.55028 1.84326 -2.54313
H 3.37564 -0.52547 -2.36933
C -4.44412 0.03975 1.36442
C -3.29927 -0.61642 2.10262
O -2.19546 0.28911 2.24419
H -4.69015 1.01870 1.78209
H -5.32163 -0.60886 1.41362
H -4.18254 0.16141 0.30854
H -3.61405 -0.92885 3.11035
H -2.95918 -1.50451 1.55155
H -1.34938 -0.21525 2.19184

Atoms 1-6, force components in eV/Å:
-0.850 2.478 0.099
-0.205 -1.141 0.083
0.220 -0.238 -0.035
-0.001 0.255 -0.245
0.047 0.225 0.147
0.686 -0.853 0.441

Output
energy above the lowest of the compared OMol25 structures with the same formula, charge and spin = 60.3 kcal/mol
2S+1 = 5
expectation value of S² = 6.04
molecular weight = 509.5 u
net charge = +4
orbital gap (alpha / beta) = 6.181 / 4.192 eV